1.
Here is the molecule C3H4FN3S from OMol25. Energies are from ωB97M-V with the def2-TZVPD basis set.

Element x y z (Å)
N: 1.176 1.663 0.023
C: 0.141 0.748 -0.047
N: -1.122 1.129 -0.049
N: -1.826 -0.051 -0.055
C: -1.022 -1.110 -0.053
F: -1.511 -2.328 -0.059
C: 0.284 -0.667 -0.050
S: 1.753 -1.619 -0.136
H: 0.894 2.606 -0.277
H: 2.021 1.320 -0.430
H: -2.843 -0.034 -0.057
H: 2.058 -1.657 1.191

Calculated values
SMILES: Nc1n[nH]c(F)c1S
Lowest unoccupied orbital energy, eV: 0.767
Strongest force on any atom, eV/Å: 0.9
Kohn-Sham gap, eV: 9.49
Highest occupied orbital energy, eV: -8.719

---

2.
Here is a structure of composition C6H16Cl2CuN2O9P2 at a distorted geometry from OMol25. Energies are from ωB97M-V with the def2-TZVPD basis set.

Element x y z (Å)
Cu: 0.498 0.761 -0.748
C: -1.843 -2.839 2.024
C: -1.066 -1.799 1.322
O: 0.261 -1.834 1.770
P: -2.032 -0.116 1.386
O: -3.431 -0.413 0.664
O: -2.561 0.111 2.849
O: -1.141 1.026 0.933
P: -0.852 -2.257 -0.565
O: -2.385 -1.979 -1.162
O: -0.535 -3.647 -0.860
O: -0.162 -1.009 -1.186
H: -1.587 -2.844 3.083
H: -1.436 -3.801 1.610
H: -2.972 -2.914 1.848
H: 0.889 -1.249 1.235
H: -3.119 -0.995 -0.138
H: -2.061 0.827 3.358
H: -2.984 -2.777 -1.152
N: -0.770 1.394 -2.167
C: -0.042 2.510 -2.831
C: 0.698 3.353 -1.809
N: 0.964 2.567 -0.562
H: -0.789 0.565 -2.762
H: -1.650 1.640 -1.773
H: -0.689 3.168 -3.425
H: 0.747 2.003 -3.470
H: 0.258 4.324 -1.617
H: 1.742 3.571 -2.191
H: 0.402 2.955 0.169
H: 1.943 2.572 -0.253
Cl: 5.717 -0.542 0.782
C: 3.991 -0.926 0.955
Cl: 3.677 -1.554 2.664
C: 3.158 0.354 0.664
O: 3.643 1.458 0.656
O: 1.895 0.041 0.384
H: 3.625 -1.704 0.313

Calculated values
2S+1: 2
Lowest unoccupied orbital energy (alpha / beta), eV: -0.102 / -0.406
Strongest force on any atom, eV/Å: 3.1
Kohn-Sham gap (alpha / beta), eV: 9.09 / 8.78
Highest occupied orbital energy (alpha / beta), eV: -9.188 / -9.185

---

3.
Here is a structure of composition C33H30BiN9O5S3 from OMol25. Energies are from ωB97M-V with the def2-TZVPD basis set.

Element x y z (Å)
Bi: 0.614 0.805 0.712
N: -0.272 2.684 4.827
C: 0.273 2.540 3.600
S: -0.874 2.430 2.287
N: 1.588 2.569 3.546
N: 2.076 2.363 2.301
C: 3.332 2.503 2.136
C: 3.927 2.161 0.841
C: 5.291 2.335 0.618
C: 5.814 2.014 -0.623
C: 4.970 1.516 -1.603
C: 3.626 1.355 -1.296
N: 3.116 1.674 -0.111
H: -1.232 2.409 4.944
H: 0.350 2.620 5.616
H: 3.976 2.822 2.953
H: 5.918 2.727 1.408
H: 6.869 2.156 -0.824
H: 5.336 1.261 -2.588
H: 2.919 0.953 -2.013
C: 1.244 4.497 -0.202
O: 0.381 3.427 -0.567
C: -0.957 3.718 -0.631
C: -1.484 5.001 -0.562
C: -2.858 5.182 -0.635
C: -3.711 4.097 -0.773
C: -3.186 2.818 -0.842
C: -1.816 2.628 -0.778
N: -1.211 1.344 -0.825
N: -1.867 0.488 -1.472
C: -1.344 -0.747 -1.751
C: 0.046 -0.957 -1.897
O: 0.943 -0.161 -1.440
C: 0.456 -2.121 -2.645
C: -0.427 -3.070 -3.024
C: -1.824 -2.948 -2.735
C: -2.735 -3.974 -3.046
C: -4.070 -3.839 -2.757
C: -4.529 -2.663 -2.145
C: -3.658 -1.647 -1.832
C: -2.287 -1.767 -2.127
H: 1.231 5.281 -0.962
H: 2.242 4.074 -0.143
H: 0.959 4.906 0.770
H: -0.839 5.856 -0.435
H: -3.260 6.184 -0.567
H: -4.782 4.243 -0.812
H: -3.821 1.947 -0.923
H: 1.515 -2.215 -2.851
H: -0.084 -3.953 -3.551
H: -2.361 -4.877 -3.517
H: -4.766 -4.633 -2.993
H: -5.579 -2.560 -1.903
H: -4.010 -0.754 -1.330
O: 0.142 -2.657 0.476
C: -0.873 -2.170 0.961
N: -1.009 -0.881 1.370
S: -2.512 -0.581 2.002
O: -2.441 -0.351 3.417
O: -3.221 0.369 1.189
C: -3.135 -2.204 1.695
C: -4.404 -2.702 1.910
C: -4.639 -4.016 1.526
C: -3.632 -4.786 0.947
C: -2.363 -4.266 0.745
C: -2.132 -2.957 1.131
H: -5.182 -2.093 2.351
H: -5.621 -4.446 1.672
H: -3.851 -5.802 0.645
H: -1.572 -4.842 0.283
C: 5.571 -1.959 -0.345
N: 4.827 -1.370 0.745
C: 3.514 -1.564 0.965
N: 2.843 -2.315 0.102
S: 2.778 -0.853 2.320
H: 6.607 -1.639 -0.275
H: 5.178 -1.637 -1.313
H: 5.553 -3.051 -0.297
H: 5.297 -0.815 1.438
H: 3.280 -2.704 -0.715
H: 1.830 -2.408 0.226

Calculated values
Lowest unoccupied orbital energy, eV: -0.310
Strongest force on any atom, eV/Å: 0.3
Kohn-Sham gap, eV: 6.92
Highest occupied orbital energy, eV: -7.232

---

4.
Here is a cluster of 3 separate species, C7H22FNO12P2S in total at a distorted geometry from OMol25. Energies are from ωB97M-V with the def2-TZVPD basis set.

Element x y z (Å)
O: -4.319 -1.912 0.948
S: -3.705 -3.218 1.580
O: -2.411 -3.549 0.747
F: -4.856 -4.473 1.326
N: -3.245 -3.035 3.256
C: -4.437 -2.998 4.190
O: -3.946 -3.398 5.550
O: -2.670 -3.746 5.471
H: -2.807 -2.080 3.342
H: -5.292 -3.758 3.923
H: -4.838 -1.884 4.305
H: -2.081 -2.955 5.668
C: 2.019 -4.629 -2.160
O: 1.567 -3.990 -3.338
P: 1.377 -2.281 -3.531
O: 2.218 -2.016 -2.278
O: -0.227 -2.410 -3.183
C: -0.668 -2.955 -1.957
O: 1.187 -0.572 -3.724
C: 0.718 0.216 -2.645
H: 2.962 -5.137 -2.380
H: 2.160 -3.974 -1.298
H: 1.283 -5.387 -1.880
H: 0.039 -2.770 -1.148
H: -0.836 -4.030 -2.075
H: -1.622 -2.490 -1.694
H: 1.318 0.079 -1.741
H: -0.326 -0.005 -2.431
H: 0.792 1.269 -2.936
C: 3.304 2.973 1.229
O: 1.893 3.067 1.277
P: 0.894 3.679 0.004
O: 2.049 3.565 -0.997
O: 0.852 5.155 0.734
C: 2.038 5.874 1.000
O: -0.105 4.292 -1.269
C: 0.336 5.387 -2.052
H: 3.584 1.918 1.291
H: 3.771 3.415 0.348
H: 3.709 3.483 2.107
H: 2.818 5.664 0.268
H: 2.391 5.633 2.008
H: 1.811 6.942 0.966
H: 1.318 5.209 -2.497
H: 0.361 6.299 -1.459
H: -0.379 5.529 -2.868

Calculated values
SMILES: O=S(=O)(F)NCOO.COP(=O)(OC)OC.COP(=O)(OC)OC
Lowest unoccupied orbital energy, eV: -3.238
Strongest force on any atom, eV/Å: 9.5
Kohn-Sham gap, eV: 6.11
Highest occupied orbital energy, eV: -9.346

---

5.
Here is a structure of composition C24H18AuCl2GeO2 at a distorted geometry from OMol25. Energies are from ωB97M-V with the def2-TZVPD basis set.

Element x y z (Å)
Au: 14.130 10.983 6.397
Cl: 7.341 8.443 5.167
C: 8.917 8.781 5.867
C: 9.699 7.725 6.279
C: 10.991 7.926 6.714
Cl: 11.935 6.611 7.311
C: 11.588 9.267 6.618
O: 12.777 9.455 7.110
C: 10.706 10.366 6.244
C: 11.125 11.725 6.130
O: 12.251 12.177 6.353
C: 9.398 10.076 5.878
H: 9.217 6.739 6.333
H: 10.417 12.458 5.762
H: 8.775 10.859 5.559
C: 17.720 11.514 5.335
Ge: 16.493 10.388 6.415
C: 16.997 10.483 8.294
C: 16.531 11.590 9.012
C: 17.119 11.908 10.215
C: 18.209 11.206 10.669
C: 18.647 10.068 10.011
C: 18.048 9.724 8.810
C: 16.708 8.569 5.731
C: 17.453 8.424 4.571
C: 17.713 7.217 4.039
C: 17.201 6.086 4.616
C: 16.511 6.128 5.869
C: 16.103 4.950 6.608
C: 15.438 5.040 7.829
C: 15.086 6.354 8.239
C: 15.456 7.492 7.575
C: 16.175 7.410 6.373
H: 18.711 11.057 5.531
H: 17.755 12.551 5.703
H: 17.507 11.506 4.255
H: 15.925 12.305 8.480
H: 16.829 12.790 10.741
H: 18.747 11.541 11.609
H: 19.466 9.439 10.416
H: 18.283 8.785 8.395
H: 17.775 9.270 4.028
H: 18.240 7.213 3.108
H: 17.461 5.114 4.193
H: 16.424 4.018 6.219
H: 15.024 4.146 8.253
H: 14.449 6.574 9.107
H: 15.097 8.512 7.948

Calculated values
2S+1: 2
Lowest unoccupied orbital energy (alpha / beta), eV: -0.397 / -2.613
Strongest force on any atom, eV/Å: 2.9
Kohn-Sham gap (alpha / beta), eV: 7.58 / 5.39
Highest occupied orbital energy (alpha / beta), eV: -7.975 / -8.001

---

6.
Here is a structure of composition C12H8Cl2N15O5RuSSe at a distorted geometry from OMol25. Energies are from ωB97M-V with the def2-TZVPD basis set.

Element x y z (Å)
Ru: 0.231 0.431 0.397
N: 0.724 3.233 2.195
C: 0.917 3.348 0.831
N: 1.242 4.486 0.246
N: 1.312 4.165 -1.065
N: 1.045 2.920 -1.249
N: 0.797 2.362 -0.046
C: 0.063 2.205 2.814
N: -0.309 2.232 4.080
N: -0.883 1.020 4.281
N: -0.862 0.315 3.214
N: -0.259 1.045 2.238
H: 0.783 4.090 2.716
Se: -4.089 -1.639 0.444
N: -3.501 -3.305 0.700
C: -2.204 -3.200 0.908
C: -1.285 -4.271 1.147
C: 0.011 -3.950 1.340
C: 0.460 -2.589 1.243
N: -0.320 -1.582 1.025
C: -1.670 -1.866 0.905
N: -2.530 -0.897 0.733
H: -1.635 -5.295 1.163
H: 0.757 -4.710 1.525
H: 1.520 -2.381 1.315
N: 5.345 -1.626 -1.412
C: 4.726 -1.342 -0.473
N: 4.123 -1.094 0.668
C: 3.028 -0.462 0.817
N: 2.068 0.126 1.134
C: -2.204 2.721 -2.333
S: -2.420 1.513 -1.059
O: -3.727 0.906 -1.289
O: -1.297 0.552 -1.291
O: -2.281 2.204 0.211
H: -2.459 2.269 -3.289
H: -1.163 3.039 -2.312
H: -2.869 3.553 -2.109
Cl: 0.319 -1.874 -4.590
C: 1.524 -1.257 -3.421
Cl: 2.154 0.301 -3.964
C: 0.925 -1.254 -1.990
O: 0.380 -2.288 -1.630
O: 1.164 -0.191 -1.334
H: 2.350 -1.961 -3.437

Calculated values
2S+1: 2
Lowest unoccupied orbital energy (alpha / beta), eV: 3.414 / 3.414
Strongest force on any atom, eV/Å: 1.0
Kohn-Sham gap (alpha / beta), eV: 6.41 / 6.46
Total charge: -2
Highest occupied orbital energy (alpha / beta), eV: -2.996 / -3.045